[1]
Computed, not measured: 2 unconnected molecules or ions with the total composition C3H4N2OS, with wB97M-V/def2-TZVPD.

CARTESIAN COORDINATES (ANGSTROEM)
C (1.24, 0.61, 1.04)
C (0.21, 0.15, 0.22)
C (-1.67, -0.82, -2.16)
N (1.52, 1.68, 1.68)
N (-0.95, 0.07, -2.36)
O (-0.69, -0.76, 0.61)
S (-2.79, -1.78, -1.76)
H (1.81, -0.28, 0.70)
H (2.48, 1.84, 1.89)
H (-0.43, 0.23, -1.47)
H (-0.74, -0.94, 1.61)

## Properties
lowest unoccupied orbital energy	-0.58	eV
molecular weight	116.14	g/mol
E_HOMO	-8.99	eV
largest force on an atom	3.92	eV Å⁻¹
relative energy (zero: lowest compared OMol25 entry of this formula, charge and spin)	495.71	kJ/mol
spin multiplicity	1
electronic energy	-19033.9107	eV


[2]
Computed, not measured: 2 unconnected molecules or ions with the total composition C3H4N2OS, with wB97M-V/def2-TZVPD.

CARTESIAN COORDINATES (ANGSTROEM)
C (0.10, -0.54, 0.07)
C (-1.06, -1.16, -0.13)
C (-0.99, 1.44, 0.12)
N (0.13, 0.89, 0.11)
N (2.62, 0.99, 0.17)
O (-3.37, -0.06, 0.86)
S (-2.36, 0.12, -0.19)
H (0.91, -1.22, -0.03)
H (-1.23, -2.18, -0.11)
H (2.69, 0.08, -0.27)
H (2.55, 1.64, -0.60)

## Properties
lowest unoccupied orbital energy (spin up / spin down)	-0.60 / -2.37	eV
<S²>	2.02
molecular weight	116.14	g/mol
E_HOMO (spin up / spin down)	-9.10 / -9.95	eV
largest force on an atom	3.59	eV Å⁻¹
relative energy (zero: lowest compared OMol25 entry of this formula, charge and spin)	369.72	kJ/mol
spin multiplicity	3
electronic energy	-19031.5301	eV


[3]
Computed, not measured: C3H4N2S in the gas phase, with wB97M-V/def2-TZVPD.

CARTESIAN COORDINATES (ANGSTROEM)
C (-0.54, -0.87, -0.86)
C (0.64, 0.05, -0.52)
C (2.02, -0.04, -0.91)
N (3.07, 0.06, -1.34)
S (0.44, 1.20, 0.76)
N (-0.95, 0.50, 1.48)
H (-1.57, -0.57, -0.71)
H (-0.34, -1.77, -1.50)
H (-1.00, 0.66, 2.51)
H (-1.77, 0.79, 1.09)

## Properties
lowest unoccupied orbital energy (spin up / spin down)	-0.39 / -0.39	eV
SMILES	C=C(C#N)SN
molecular weight	100.15	g/mol
E_HOMO (spin up / spin down)	-8.72 / -8.72	eV
largest force on an atom	6.45	eV Å⁻¹
relative energy (zero: lowest compared OMol25 entry of this formula, charge and spin)	300.72	kJ/mol
spin multiplicity	1
electronic energy	-16988.3744	eV


[4]
Computed, not measured: C3H4N2S in the gas phase, with wB97M-V/def2-TZVPD.

CARTESIAN COORDINATES (ANGSTROEM)
C (1.66, -1.54, 1.17)
C (-1.24, 0.33, 1.19)
C (0.83, -0.20, -0.63)
N (1.26, -1.14, 0.14)
N (-0.82, 1.69, -1.45)
S (-0.58, 0.75, -0.22)
H (1.58, -2.42, 1.78)
H (-2.14, 0.80, 1.22)
H (1.27, -0.11, -1.63)
H (-1.82, 1.83, -1.58)

## Properties
lowest unoccupied orbital energy (spin up / spin down)	-0.29 / -0.29	eV
molecular weight	100.15	g/mol
E_HOMO (spin up / spin down)	-8.33 / -8.33	eV
largest force on an atom	4.22	eV Å⁻¹
relative energy (zero: lowest compared OMol25 entry of this formula, charge and spin)	791.89	kJ/mol
spin multiplicity	1
electronic energy	-16983.2838	eV


[5]
Computed, not measured: C3H4N2S in the gas phase, with wB97M-V/def2-TZVPD.

CARTESIAN COORDINATES (ANGSTROEM)
C (0.48, -1.76, -0.14)
C (0.10, 2.42, 0.01)
C (-0.77, 0.28, -0.78)
N (-0.27, -1.00, -0.82)
N (-0.40, 1.35, -0.14)
S (1.04, -1.76, 1.56)
H (0.67, -2.58, -0.76)
H (-0.07, 3.08, 0.75)
H (-1.74, 0.41, -1.50)
H (0.97, -0.44, 1.82)

## Properties
lowest unoccupied orbital energy (spin up / spin down)	0.16 / 0.16	eV
molecular weight	100.15	g/mol
E_HOMO (spin up / spin down)	-7.46 / -7.46	eV
largest force on an atom	3.45	eV Å⁻¹
relative energy (zero: lowest compared OMol25 entry of this formula, charge and spin)	445.33	kJ/mol
spin multiplicity	1
electronic energy	-16986.8757	eV


[6]
Computed, not measured: 2 unconnected molecules or ions with the total composition C3H4N2S, with wB97M-V/def2-TZVPD.

CARTESIAN COORDINATES (ANGSTROEM)
C (-0.91, -0.68, -0.17)
C (-0.45, -0.77, 1.15)
C (0.19, -0.29, 2.22)
H (1.15, 1.74, 1.31)
H (-0.57, 0.82, -1.72)
H (-2.01, -1.42, -1.64)
H (1.20, -0.31, 2.99)
N (-0.37, 0.58, -0.75)
N (-1.62, -1.66, -0.69)
S (1.33, 1.08, -0.63)

## Properties
lowest unoccupied orbital energy	-1.15	eV
molecular weight	100.15	g/mol
E_HOMO	-9.00	eV
largest force on an atom	9.87	eV Å⁻¹
relative energy (zero: lowest compared OMol25 entry of this formula, charge and spin)	725.49	kJ/mol
spin multiplicity	1
electronic energy	-16983.9720	eV


[7]
Computed, not measured: C3H4N2S in the gas phase, with wB97M-V/def2-TZVPD.

CARTESIAN COORDINATES (ANGSTROEM)
S (-2.60, -0.04, -0.09)
C (-0.81, -0.12, -0.14)
C (0.00, 1.04, -0.03)
C (1.29, 0.61, -0.05)
N (1.21, -0.78, -0.04)
N (-0.07, -1.23, -0.14)
H (-2.75, -1.17, 0.59)
H (-0.39, 2.06, -0.04)
H (2.21, 1.12, -0.07)
H (1.91, -1.50, 0.02)

## Properties
lowest unoccupied orbital energy	0.99	eV
SMILES	Sc1cc[nH]n1
molecular weight	100.15	g/mol
E_HOMO	-8.70	eV
largest force on an atom	2.77	eV Å⁻¹
relative energy (zero: lowest compared OMol25 entry of this formula, charge and spin)	97.05	kJ/mol
spin multiplicity	1
electronic energy	-16990.4853	eV


[8]
Computed, not measured: C3H4N2S2 in the gas phase, with wB97M-V/def2-TZVPD.

CARTESIAN COORDINATES (ANGSTROEM)
C (-1.15, 0.68, 1.28)
S (-0.90, 0.31, -0.54)
C (0.71, -0.46, -0.55)
C (1.44, -0.77, 0.77)
N (1.62, -0.95, 1.95)
N (1.45, -0.72, -1.62)
S (0.78, -0.58, -3.27)
H (-0.51, 1.75, 1.53)
H (-0.62, -0.14, 2.06)
H (-2.36, 0.92, 1.22)
H (-0.46, -0.04, -2.84)

## Properties
lowest unoccupied orbital energy	-0.21	eV
SMILES	CS/C(C#N)=N\S
molecular weight	132.21	g/mol
E_HOMO	-9.21	eV
largest force on an atom	5.87	eV Å⁻¹
relative energy (zero: lowest compared OMol25 entry of this formula, charge and spin)	360.30	kJ/mol
spin multiplicity	1
electronic energy	-27823.0549	eV


[9]
Computed, not measured: 2 unconnected molecules or ions with the total composition C3H4N2S2, with wB97M-V/def2-TZVPD.

CARTESIAN COORDINATES (ANGSTROEM)
C (-2.73, -3.43, -1.19)
C (0.58, 0.55, 0.57)
C (0.10, -0.51, 1.20)
N (-1.59, -1.35, -0.92)
N (-1.09, -0.48, -1.67)
S (-4.24, -3.23, -1.07)
S (-1.20, -1.58, 0.63)
H (1.38, 1.13, 0.99)
H (0.20, 0.84, -0.39)
H (0.45, -0.84, 2.17)
H (-1.50, -0.56, -2.61)

## Properties
lowest unoccupied orbital energy	0.19	eV
molecular weight	132.21	g/mol
E_HOMO	-8.91	eV
largest force on an atom	2.58	eV Å⁻¹
relative energy (zero: lowest compared OMol25 entry of this formula, charge and spin)	524.18	kJ/mol
spin multiplicity	1
electronic energy	-27821.3564	eV


[10]
Computed, not measured: 2 unconnected molecules or ions with the total composition C3H4N2S3, with wB97M-V/def2-TZVPD.

CARTESIAN COORDINATES (ANGSTROEM)
C (-0.66, 0.24, 2.07)
C (1.66, -0.08, -2.39)
C (-1.43, 0.82, 1.04)
N (0.44, -0.37, -2.52)
N (-0.66, -0.60, -2.64)
S (-0.23, 1.09, 3.42)
S (-1.93, -0.03, -0.28)
S (-0.20, -1.44, 1.83)
H (2.04, 0.80, -2.86)
H (2.30, -0.74, -1.84)
H (-1.69, 1.87, 1.15)
H (0.37, -1.56, 3.04)

## Properties
lowest unoccupied orbital energy	-2.04	eV
molecular weight	164.28	g/mol
E_HOMO	-8.84	eV
largest force on an atom	2.79	eV Å⁻¹
relative energy (zero: lowest compared OMol25 entry of this formula, charge and spin)	282.32	kJ/mol
spin multiplicity	1
electronic energy	-38658.2977	eV